# 1
Below is a 2-piece molecular cluster, C5H12O3 overall in a non-equilibrium geometry, with properties calculated with ωB97M-V with the def2-TZVPD basis set.

## Properties
SMILES string ... CC(C)CC(=O)O.O
Relative energy (zero: lowest compared OMol25 entry of this formula, charge and spin) ... 41.1 kJ/mol
HOMO-LUMO gap ... 11.31 eV
Spin multiplicity ... 1
Calculated total energy ... -423.43818 Ha

Atoms and positions in Å:
C 0.151 0.968 -1.809
C 0.664 -0.431 -1.401
C -0.383 -1.514 -1.328
C 1.476 -0.288 -0.087
C 0.736 0.355 1.051
O -0.462 0.489 1.126
O 1.562 0.776 2.012
H 0.221 1.052 -2.898
H -0.921 1.053 -1.627
H 0.688 1.764 -1.295
H 1.410 -0.747 -2.126
H -0.337 -2.340 -2.036
H -0.408 -2.013 -0.350
H -1.436 -1.253 -1.436
H 2.292 0.335 -0.421
H 1.892 -1.237 0.251
H 1.077 1.048 2.814
O -3.063 -0.365 0.500
H -2.205 0.081 0.597
H -3.851 -0.006 0.924

Here are the natural (NBO) charges for atoms 1 to 6, given in e: C -0.6105; C -0.2145; C -0.6393; C -0.5104; C 0.8173; O -0.6330

***

# 2
Below is a 2-piece molecular cluster, C5H12O3 overall in a non-equilibrium geometry, with properties calculated with ωB97M-V with the def2-TZVPD basis set.

## Properties
SMILES string ... CC(C)=O.CC(O)O
Relative energy (zero: lowest compared OMol25 entry of this formula, charge and spin) ... 178.7 kJ/mol
HOMO-LUMO gap ... 10.48 eV
Spin multiplicity ... 1
Calculated total energy ... -423.38577 Ha

Atoms and positions in Å:
C 2.180 -0.394 0.756
C 0.915 -0.866 0.091
C 0.243 -2.057 0.723
O 0.785 -0.661 -1.153
H 2.926 -1.188 0.699
H 2.573 0.488 0.251
H 1.998 -0.174 1.808
H -0.695 -2.274 0.216
H 0.048 -1.866 1.777
H 0.910 -2.914 0.631
C -1.340 2.090 -1.030
C -1.654 0.763 -0.358
O -1.636 -0.290 -1.162
O -0.502 0.566 0.794
H -1.312 2.908 -0.308
H -2.121 2.296 -1.763
H -0.384 2.020 -1.550
H -2.550 0.795 0.268
H -0.528 -0.520 -1.385
H 0.144 1.276 0.693

Here are the natural (NBO) charges for atoms 1 to 6, given in e: C -0.7185; C 0.7105; C -0.7201; O -0.6828; H 0.2473; H 0.2308

***

# 3
Below is a 2-piece molecular cluster, C5H12O3 overall, with properties calculated with ωB97M-V with the def2-TZVPD basis set.

## Properties
SMILES string ... CC(C)(C)OC=O.O
Relative energy (zero: lowest compared OMol25 entry of this formula, charge and spin) ... 80.1 kJ/mol
HOMO-LUMO gap ... 11.33 eV
Spin multiplicity ... 1
Calculated total energy ... -423.42333 Ha

Atoms and positions in Å:
C -1.132 0.714 -1.450
C -0.431 -0.330 -0.587
C -1.175 -0.619 0.714
C -0.192 -1.613 -1.357
O 0.953 0.141 -0.341
C 0.941 1.441 0.057
O 1.736 2.259 -0.312
H -0.491 0.897 -2.323
H -2.107 0.375 -1.816
H -1.300 1.663 -0.925
H -0.662 -1.373 1.327
H -1.350 0.280 1.316
H -2.152 -1.027 0.436
H 0.367 -2.304 -0.715
H -1.125 -2.090 -1.694
H 0.461 -1.370 -2.206
H 0.144 1.561 0.822
O 2.315 0.644 3.323
H 2.515 1.011 2.438
H 2.685 -0.260 3.291

Here are the natural (NBO) charges for atoms 1 to 6, given in e: C -0.6564; C 0.2600; C -0.6427; C -0.6206; O -0.5426; C 0.6456

***

# 4
Below is a 2-piece molecular cluster, C5H12O3 overall in a non-equilibrium geometry, with properties calculated with ωB97M-V with the def2-TZVPD basis set.

## Properties
SMILES string ... CCCCC(=O)O.O
Relative energy (zero: lowest compared OMol25 entry of this formula, charge and spin) ... 188.9 kJ/mol
HOMO-LUMO gap ... 11.05 eV
Spin multiplicity ... 1
Calculated total energy ... -423.38188 Ha

Atoms and positions in Å:
C 0.473 2.561 -1.073
C 0.850 1.227 -0.614
C -0.066 0.467 0.390
C -0.320 -0.857 -0.210
C -1.762 -1.344 0.120
O -2.256 -1.539 1.203
O -2.655 -1.333 -1.006
H 1.296 3.238 -0.760
H -0.350 3.026 -0.586
H 0.244 2.504 -2.074
H 1.830 1.227 -0.084
H 1.152 0.664 -1.534
H -0.980 0.997 0.491
H 0.264 0.576 1.479
H -0.208 -0.998 -1.331
H 0.398 -1.623 0.222
H -3.430 -1.899 -0.852
O 2.103 -2.315 2.310
H 1.278 -2.745 2.331
H 2.138 -1.834 1.578

Here are the natural (NBO) charges for atoms 1 to 6, given in e: C -0.6200; C -0.3934; C -0.4213; C -0.5002; C 0.8048; O -0.5744